Entry from OMol25: a gas-phase ion, C2H5N4 (charge +1) in a non-equilibrium geometry (ωB97M-V/def2-TZVPD).

Computed properties:
* molecular weight: 85.1 g/mol
* SMILES: [H]/N=N/C=[NH+]/N=C
* net charge: +1
* ΔE to the lowest compared entry with this formula, charge and spin: 7.1541 eV
* E_LUMO (spin up / spin down): -0.243 / -0.236 Ha
* orbital gap (spin up / spin down): 7.54 / 7.76 eV
* calculated total energy: -297.6906 Ha

Last column: natural (NBO) charge in e.
Cartesian coordinates (Å):
H (-3.87254, -0.71692, -0.08990)  0.385
N (-2.93998, -0.60712, 0.29996)  -0.157
N (-2.17627, 0.16643, -0.21884)  -0.060
C (-0.96308, 0.58669, -0.03932)  0.228
N (0.20237, -0.01281, 0.15353)  -0.264
N (1.21587, 0.77980, 0.17008)  -0.114
C (2.71680, -0.10157, 0.09183)  -0.071
H (-0.67328, 1.55981, -0.16281)  0.241
H (0.18329, -0.98244, 0.28125)  0.414
H (3.58811, 0.47182, -0.21085)  0.214
H (2.71870, -1.14369, -0.27494)  0.185

Atoms 1-6, force components in eV/Å:
-0.01 0.04 -1.17
0.39 -0.51 2.36
-1.19 0.07 -1.60
0.99 -0.56 0.80
-1.78 -0.44 -0.13
7.44 -2.69 -0.63



Entry from OMol25: a gas-phase ion, C2H5N4O2 (charge -1) in a non-equilibrium geometry (ωB97M-V/def2-TZVPD).

Computed properties:
* molecular weight: 117.1 g/mol
* SMILES: [H]/N=N/[C@@H](C)N=[N+]([O-])[O-]
* net charge: -1
* ΔE to the lowest compared entry with this formula, charge and spin: 2.1067 eV
* E_LUMO: 0.156 Ha
* orbital gap: 8.17 eV
* calculated total energy: -448.5371 Ha

Last column: natural (NBO) charge in e.
Cartesian coordinates (Å):
H (-0.86052, 1.83881, 2.67420)  0.283
N (-1.23936, 1.53181, 1.66375)  -0.342
N (-0.48025, 0.62606, 1.25926)  -0.137
C (-0.68371, 0.08568, -0.06341)  -0.013
C (0.51274, -0.68330, -0.51347)  -0.636
N (-1.92528, -1.20262, -0.12166)  -0.359
N (-2.06396, -1.94086, 0.88291)  0.538
O (-1.43028, -1.87238, 1.96996)  -0.598
O (-2.86333, -2.84931, 0.68764)  -0.557
H (-1.03619, 0.77203, -0.89058)  0.183
H (1.24794, -0.83102, 0.28789)  0.228
H (1.15405, -0.01007, -1.20746)  0.166
H (0.12440, -1.51712, -1.17029)  0.242

Atoms 1-6, force components in eV/Å:
-0.88 -1.02 -2.30
1.35 -0.04 1.05
-0.23 1.17 0.67
-2.87 -2.44 -0.12
1.65 1.29 -2.23
2.09 4.64 -1.88



Entry from OMol25: a gas-phase ion, C2H5N4O2 (charge +1) in a non-equilibrium geometry (ωB97M-V/def2-TZVPD).

Computed properties:
* molecular weight: 117.1 g/mol
* net charge: +1
* ΔE to the lowest compared entry with this formula, charge and spin: 2.1421 eV
* E_LUMO (spin up / spin down): -0.173 / -0.278 Ha
* orbital gap (spin up / spin down): 5.92 / 6.84 eV
* calculated total energy: -448.1538 Ha
* spin multiplicity: 3

Last column: natural (NBO) charge in e.
Cartesian coordinates (Å):
C (-1.18160, -0.16968, -0.93239)  0.346
C (0.16576, 0.41727, 0.74864)  0.223
N (-0.16481, 0.45962, -1.47019)  -0.319
N (0.60163, 1.00883, -0.43100)  -0.354
N (-1.10422, -0.22573, 0.37997)  -0.485
N (1.11452, -0.82579, 1.20952)  0.299
O (2.20984, -0.73266, 0.74824)  -0.344
O (0.57789, -1.66888, 1.82604)  -0.277
H (-2.04522, -0.65981, -1.45698)  0.285
H (-0.03655, 1.07608, 1.53238)  0.248
H (0.21922, 0.46797, -2.39324)  0.467
H (1.51087, 1.09146, -0.77004)  0.445
H (-1.86732, -0.23867, 1.00905)  0.465

Atoms 1-6, force components in eV/Å:
-1.74 -1.32 -1.47
-1.36 -1.54 -0.88
-0.68 -0.44 1.57
-2.21 -0.17 -0.85
2.12 2.04 -1.16
-0.51 3.44 -0.55



Entry from OMol25: a gas-phase ion, C2H5N4O2S2 (charge -1) in a non-equilibrium geometry (ωB97M-V/def2-TZVPD).

Computed properties:
* molecular weight: 181.2 g/mol
* SMILES: N/N=N/C=C(\[S-])S(N)(=O)=O
* net charge: -1
* ΔE to the lowest compared entry with this formula, charge and spin: 0.7752 eV
* E_LUMO: 0.131 Ha
* orbital gap: 6.76 eV
* calculated total energy: -1245.0116 Ha

Last column: natural (NBO) charge in e.
Cartesian coordinates (Å):
N (-2.37270, -1.13370, -0.17476)  -0.703
N (-1.95174, 0.20195, -0.01476)  -0.043
N (-1.20495, 0.49114, -1.04828)  -0.352
C (-0.26108, 1.37940, -0.88509)  -0.090
C (0.26251, 1.70596, 0.44682)  -0.546
S (-0.43875, 1.02982, 1.87466)  -0.225
S (2.09877, 1.65095, 0.24294)  2.239
N (2.28386, -0.01062, 0.75087)  -1.089
O (2.82587, 2.50464, 1.13496)  -0.944
O (2.47320, 1.65944, -1.14767)  -0.973
H (-1.95942, -1.46966, -1.01900)  0.367
H (-3.24721, -1.37171, 0.34321)  0.378
H (0.21863, 1.92388, -1.63263)  0.210
H (1.93414, -0.57566, 0.03916)  0.364
H (1.69848, -0.39813, 1.55254)  0.409

Atoms 1-6, force components in eV/Å:
-0.35 1.73 1.71
-0.02 -1.07 -1.35
-1.90 -1.30 0.72
1.16 2.26 4.53
-0.35 -1.43 -1.75
0.76 0.94 -0.62